1.
Computed, not measured: a structure of composition C3H7N3O2, with the ωB97M-V functional and the def2-TZVPD basis.

```
! RIJCOSX wB97M-V def2-TZVPD def2/J DEFGRID3
* xyz 0 1
N 1.618 -0.070 -0.161
N -0.322 -0.559 0.975
C 1.454 0.207 1.075
N -1.398 0.239 1.433
C -0.262 -0.864 -0.549
C -0.924 -0.114 -1.454
O 2.196 0.739 -1.120
O 1.884 0.734 2.048
H 1.432 1.118 -1.603
H -0.277 -1.405 1.535
H -2.076 0.303 0.668
H -1.031 1.168 1.629
H -0.023 -1.901 -0.732
H -1.102 -0.524 -2.435
H -1.168 0.929 -1.308
*
```

Kohn-Sham gap   9.06 eV
Energy relative to the best compared isomer or geometry (same formula, charge and spin)   716.48 kJ/mol

2.
Computed, not measured: an isolated molecule of C2H6N4S, with the ωB97M-V functional and the def2-TZVPD basis.

```
! RIJCOSX wB97M-V def2-TZVPD def2/J DEFGRID3
* xyz 0 1
C 0.347 -0.286 0.662
C -0.631 0.381 -0.333
N 2.250 -1.379 -0.147
N 0.942 -1.562 0.179
N 1.515 0.539 0.697
N 2.613 -0.193 0.112
S 4.099 0.422 -0.237
H -0.095 -0.494 1.584
H -1.684 0.105 -0.388
H -0.255 0.230 -1.422
H -0.561 1.489 -0.127
H 0.844 -2.425 0.698
H 1.481 1.395 0.263
*
```

Kohn-Sham gap (alpha / beta)   8.29 / 8.29 eV
SMILES   C[C@H]1NN=[N+]([S-])N1
Energy relative to the best compared isomer or geometry (same formula, charge and spin)   355.76 kJ/mol

3.
Computed, not measured: a structure of composition C2H3FO2Pt, with the ωB97M-V functional and the def2-TZVPD basis.

```
! RIJCOSX wB97M-V def2-TZVPD def2/J DEFGRID3
* xyz 2 3
F 1.483 -0.696 0.678
H 0.739 -1.375 -1.250
O 0.049 -0.675 -1.007
C 0.641 0.154 -0.070
C -0.458 0.681 0.848
O -1.620 0.431 0.595
Pt -1.933 -0.704 -1.036
H 1.264 0.946 -0.510
H -0.164 1.239 1.751
*
```

Kohn-Sham gap (alpha / beta)   9.60 / 7.81 eV

4.
Computed, not measured: a cluster of 8 separate species, C5H28N2O7 in total, with the ωB97M-V functional and the def2-TZVPD basis.

```
! RIJCOSX wB97M-V def2-TZVPD def2/J DEFGRID3
* xyz 0 1
C -1.480 1.307 -1.716
C -0.547 0.392 -0.887
C 0.098 1.284 0.217
C -0.860 1.723 1.303
C -1.518 0.531 2.043
N -0.564 -0.457 2.506
N 0.487 -0.204 -1.721
H -1.972 0.975 -2.615
H -0.862 2.183 -1.941
H -2.268 1.728 -1.081
H -1.061 -0.410 -0.328
H 0.650 2.041 -0.305
H 0.942 0.738 0.653
H -0.241 2.303 1.990
H -1.686 2.296 0.877
H -2.322 0.174 1.381
H -2.157 0.952 2.838
H -0.569 -1.366 2.066
H -0.390 -0.393 3.493
H 0.136 -0.823 -2.444
H 1.125 0.539 -2.017
H -0.051 -3.620 1.717
H 0.566 -3.012 0.452
O -0.300 -3.347 0.822
H -1.990 -2.469 -0.281
H -1.756 -3.218 -1.644
O -2.237 -2.513 -1.216
H 3.451 1.251 0.806
H 3.478 2.768 1.395
O 3.365 2.227 0.617
H 1.489 -1.310 -0.604
H 2.417 -2.610 -0.685
O 1.867 -2.083 -0.096
H -3.829 -0.403 -1.619
H -4.082 -1.722 -1.972
O -4.582 -1.015 -1.534
H 2.506 -0.050 2.260
H 2.704 -0.890 0.948
O 3.134 -0.253 1.560
H 2.935 2.821 -2.267
H 3.130 2.019 -1.010
O 2.846 1.915 -1.963
*
```

Kohn-Sham gap   9.44 eV
SMILES   C[C@@H](N)CCCN.O.O.O.O.O.O.O
Energy relative to the best compared isomer or geometry (same formula, charge and spin)   0.00 kJ/mol

5.
Computed, not measured: a cluster of 9 separate species, C34H68O19S4 in total, with the ωB97M-V functional and the def2-TZVPD basis.

```
! RIJCOSX wB97M-V def2-TZVPD def2/J DEFGRID3
* xyz 0 1
C 18.083 17.073 16.836
C 16.859 16.137 16.952
O 16.846 15.336 18.110
C 15.807 14.522 18.313
O 14.718 14.596 17.712
O 16.175 13.602 19.301
C 15.236 12.641 19.660
H 18.192 17.694 17.725
H 18.011 17.712 15.955
H 18.882 16.332 16.817
H 16.971 15.517 16.062
H 15.924 16.696 16.974
H 15.519 12.176 20.604
H 15.042 11.913 18.872
H 14.282 13.158 19.761
C 18.176 18.634 12.754
C 16.985 17.720 12.934
O 16.867 17.071 11.652
C 17.618 15.927 11.399
O 18.496 15.477 12.164
O 17.165 15.372 10.191
C 17.523 14.010 9.911
H 17.964 19.191 11.841
H 19.151 18.206 12.520
H 18.267 19.275 13.631
H 16.053 18.243 13.147
H 17.117 17.021 13.760
H 17.220 13.627 8.937
H 16.987 13.298 10.538
H 18.555 13.676 10.013
C 14.788 7.408 15.450
C 14.171 8.036 16.709
O 12.977 8.769 16.418
C 12.344 9.466 17.329
O 12.831 9.865 18.388
O 11.265 9.938 16.763
C 10.394 10.892 17.357
H 15.177 6.425 15.717
H 15.464 8.093 14.940
H 13.956 7.134 14.801
H 14.904 8.684 17.191
H 13.962 7.225 17.406
H 10.608 11.958 17.287
H 10.394 10.719 18.433
H 9.341 10.730 17.125
C 21.172 13.179 13.170
C 20.497 12.352 12.095
O 20.666 12.514 10.903
C 19.667 11.140 12.544
H 22.222 12.908 13.274
H 20.698 13.006 14.136
H 21.193 14.253 12.986
H 18.717 11.474 12.962
H 20.242 10.659 13.335
H 19.556 10.452 11.705
C 19.406 12.692 18.239
C 19.959 12.411 16.886
O 21.170 12.412 16.763
C 19.056 11.983 15.796
H 18.875 13.645 18.243
H 20.189 12.576 18.989
H 18.674 11.948 18.553
H 19.566 11.386 15.040
H 18.694 12.883 15.299
H 18.137 11.495 16.119
C 14.923 14.123 13.606
C 13.451 13.646 13.748
C 13.463 12.679 14.978
S 15.018 11.712 14.747
O 14.626 10.459 14.076
O 15.862 11.737 15.968
C 15.783 12.839 13.456
H 15.184 14.722 14.478
H 15.027 14.783 12.745
H 12.988 13.132 12.906
H 12.858 14.514 14.038
H 12.664 11.955 15.141
H 13.705 13.139 15.936
H 15.662 12.444 12.447
H 16.866 12.860 13.580
C 10.334 10.766 13.140
C 10.701 11.135 11.705
C 9.705 12.030 11.050
S 8.829 12.883 12.400
O 7.407 12.513 12.430
O 9.294 14.269 12.583
C 9.689 12.034 13.733
H 11.228 10.429 13.665
H 9.636 9.934 13.239
H 10.870 10.182 11.204
H 11.705 11.550 11.797
H 8.970 11.372 10.587
H 9.979 12.739 10.268
H 9.018 11.853 14.573
H 10.386 12.797 14.079
C 12.388 16.526 8.709
C 13.818 16.479 8.161
C 14.201 14.981 7.847
S 13.247 14.003 9.134
O 14.185 13.499 10.100
O 12.236 13.167 8.503
C 12.426 15.496 9.848
H 11.742 16.173 7.906
H 12.142 17.553 8.981
H 14.541 16.887 8.868
H 13.928 17.005 7.213
H 15.257 14.717 7.902
H 13.811 14.703 6.868
H 13.018 15.778 10.719
H 11.434 15.236 10.218
C 14.441 9.980 10.895
C 15.812 9.209 11.258
C 16.891 9.795 10.381
S 16.052 10.184 8.765
O 16.244 9.137 7.768
O 16.333 11.575 8.467
C 14.291 10.089 9.386
H 14.559 10.969 11.338
H 13.505 9.645 11.343
H 15.709 8.205 10.846
H 16.153 9.105 12.288
H 17.746 9.157 10.158
H 17.262 10.753 10.745
H 13.947 9.120 9.024
H 13.699 10.944 9.060
*
```

Kohn-Sham gap   9.84 eV
SMILES   O=S1(=O)CCCC1.O=S1(=O)CCCC1.O=S1(=O)CCCC1.O=S1(=O)CCCC1.CCOC(=O)OC.CCOC(=O)OC.CCOC(=O)OC.CC(C)=O.CC(C)=O
Energy relative to the best compared isomer or geometry (same formula, charge and spin)   160.53 kJ/mol

6.
Computed, not measured: a structure of composition C30H27Br2IrN4OS2, with the ωB97M-V functional and the def2-TZVPD basis.

```
! RIJCOSX wB97M-V def2-TZVPD def2/J DEFGRID3
* xyz 1 6
Ir -0.149 0.134 -0.029
C 1.989 -0.636 -2.555
N 1.979 -0.879 -1.101
C 1.799 -2.321 -0.820
C 1.296 -2.596 0.589
N -0.133 -2.239 0.709
C -0.955 -3.263 0.002
C -0.649 -2.062 2.029
C -0.044 -2.571 3.163
C -0.678 -2.449 4.396
C -1.935 -1.860 4.505
C -2.557 -1.360 3.379
C -1.898 -1.398 2.138
S -2.533 -0.537 0.796
C 3.188 -0.398 -0.467
C 4.442 -0.734 -0.967
C 5.593 -0.289 -0.338
C 5.499 0.491 0.808
C 4.256 0.823 1.314
C 3.092 0.384 0.678
S 1.547 0.874 1.351
H 2.742 -1.244 -3.065
H 2.205 0.415 -2.735
H 1.012 -0.889 -2.955
H 2.750 -2.847 -0.960
H 1.103 -2.706 -1.561
H 1.868 -2.022 1.318
H 1.436 -3.660 0.810
H -0.867 -4.208 0.547
H -0.617 -3.377 -1.019
H -1.995 -2.961 -0.044
H 0.907 -3.081 3.095
H -0.197 -2.855 5.276
H -2.425 -1.797 5.467
H -3.531 -0.891 3.441
H 4.525 -1.348 -1.855
H 6.561 -0.552 -0.743
H 6.395 0.841 1.304
H 4.171 1.436 2.202
Br -2.350 -2.825 -3.742
C -2.148 -0.950 -3.719
C -2.685 -0.194 -4.781
C -2.537 1.161 -4.823
Br -3.260 2.127 -6.274
C -1.843 1.832 -3.787
C -1.595 3.224 -3.732
C -0.892 3.755 -2.689
C -0.446 2.904 -1.664
N -0.679 1.613 -1.676
C -1.343 1.052 -2.725
C -1.469 -0.368 -2.678
O -0.912 -1.034 -1.688
H -3.212 -0.704 -5.574
H -1.962 3.856 -4.530
H -0.678 4.813 -2.634
H 0.106 3.290 -0.813
C -2.436 3.603 3.414
C -2.665 3.680 2.049
C -2.052 2.757 1.222
N -1.233 1.805 1.680
C -1.034 1.722 2.998
C -1.612 2.599 3.898
H -2.901 4.307 4.091
H -3.314 4.433 1.626
H -2.228 2.766 0.154
H -0.393 0.918 3.340
H -1.417 2.489 4.955
*
```

Kohn-Sham gap (alpha / beta)   7.39 / 4.86 eV
Energy relative to the best compared isomer or geometry (same formula, charge and spin)   0.00 kJ/mol

7.
Computed, not measured: a structure of composition C12H26MnN6O6S, with the ωB97M-V functional and the def2-TZVPD basis.

```
! RIJCOSX wB97M-V def2-TZVPD def2/J DEFGRID3
* xyz 0 6
O 0.004 -4.278 -0.813
H -0.153 -5.228 -0.923
Mn -0.690 -1.038 0.319
N -1.398 -1.167 -1.410
N 0.988 -0.517 -1.041
N -1.989 -0.419 1.301
N 0.464 -0.108 1.683
O -2.698 -1.207 -1.517
O -3.222 -0.725 0.899
O 1.712 0.366 1.640
O 2.039 0.201 -0.788
C 0.749 -0.844 -2.321
C -0.604 -1.249 -2.493
C -1.665 0.070 2.508
C -0.272 0.338 2.724
C -1.190 -1.760 -3.735
H -1.360 -2.840 -3.646
H -0.524 -1.599 -4.579
H -2.158 -1.307 -3.963
C 1.786 -0.697 -3.369
H 2.605 -1.404 -3.194
H 2.199 0.319 -3.374
H 1.373 -0.914 -4.352
C -2.778 0.428 3.399
C 0.238 1.172 3.865
H -3.656 -0.206 3.198
H -3.069 1.483 3.258
H -2.431 0.285 4.430
H 1.261 1.524 3.624
H 0.237 0.535 4.777
H -0.463 2.020 4.030
H -2.963 -0.918 -0.198
H 1.981 0.311 0.586
C 1.485 -3.504 0.319
H 1.387 -3.989 -0.673
H 0.813 -3.696 1.266
H 2.213 -2.663 0.603
O -1.342 -2.676 0.600
H -0.725 -3.752 -0.237
H -2.299 -2.768 0.622
S -1.361 1.854 -0.269
C 0.003 2.892 -0.292
N 0.819 3.151 -1.346
C 2.052 3.842 -0.967
C 1.835 4.142 0.505
N 0.534 3.550 0.772
H 0.675 2.685 -2.246
H 2.154 4.746 -1.562
H 2.910 3.193 -1.145
H 1.794 5.208 0.697
H 2.593 3.688 1.135
H 0.106 3.469 1.692
*
```

Kohn-Sham gap (alpha / beta)   6.27 / 6.32 eV
Energy relative to the best compared isomer or geometry (same formula, charge and spin)   178.67 kJ/mol

8.
Computed, not measured: a cluster of 4 separate species, C19H41ClN2O3 in total, with the ωB97M-V functional and the def2-TZVPD basis.

```
! RIJCOSX wB97M-V def2-TZVPD def2/J DEFGRID3
* xyz 1 2
C -23.476 -14.538 -19.935
C -23.126 -13.099 -19.885
C -22.200 -12.596 -21.074
N -21.289 -11.319 -20.787
C -22.214 -10.163 -20.231
C -21.646 -8.764 -20.243
C -20.902 -8.484 -21.590
C -19.975 -9.578 -22.225
C -20.690 -10.950 -22.169
C -20.232 -11.659 -19.825
H -23.878 -14.739 -18.942
H -22.597 -15.155 -20.119
H -24.174 -14.855 -20.710
H -22.673 -12.851 -18.925
H -24.013 -12.482 -19.738
H -22.906 -12.315 -21.856
H -21.428 -13.297 -21.390
H -23.054 -10.105 -20.923
H -22.604 -10.426 -19.248
H -22.419 -8.006 -20.110
H -20.953 -8.589 -19.421
H -21.625 -8.137 -22.327
H -20.318 -7.603 -21.322
H -19.712 -9.166 -23.199
H -18.969 -9.508 -21.812
H -21.579 -10.771 -22.774
H -19.970 -11.694 -22.509
H -19.695 -10.711 -19.794
H -19.579 -12.436 -20.222
H -20.658 -11.953 -18.866
C -25.129 -6.883 -12.916
C -25.735 -8.153 -13.580
C -25.028 -9.595 -13.429
N -25.852 -10.819 -13.933
C -24.978 -12.039 -13.476
C -25.717 -13.402 -13.713
C -27.125 -13.242 -13.037
C -27.999 -12.080 -13.363
C -27.340 -10.754 -13.393
C -25.968 -10.800 -15.444
H -25.888 -6.114 -13.060
H -24.145 -6.749 -13.365
H -24.993 -7.116 -11.860
H -25.784 -8.025 -14.661
H -26.795 -8.144 -13.325
H -24.983 -9.796 -12.359
H -24.067 -9.587 -13.943
H -24.871 -11.863 -12.405
H -23.964 -12.065 -13.874
H -25.253 -14.213 -13.152
H -25.833 -13.636 -14.772
H -26.988 -13.201 -11.956
H -27.725 -14.123 -13.268
H -28.782 -12.079 -12.605
H -28.623 -12.421 -14.188
H -27.161 -10.391 -12.381
H -27.979 -10.066 -13.947
H -24.978 -10.960 -15.871
H -26.437 -9.865 -15.751
H -26.621 -11.651 -15.638
Cl -26.101 -15.346 -17.203
O -26.653 -17.115 -13.925
C -25.767 -17.154 -12.933
O -26.163 -17.395 -11.771
O -24.608 -16.812 -13.168
H -26.236 -16.755 -14.711
*
```

Kohn-Sham gap (alpha / beta)   6.40 / 4.59 eV

9.
Computed, not measured: an isolated molecule of C25H25F2NO2, with the ωB97M-V functional and the def2-TZVPD basis.

```
! RIJCOSX wB97M-V def2-TZVPD def2/J DEFGRID3
* xyz 0 1
O -1.965 2.016 2.289
C -1.855 1.521 0.973
C -0.665 0.554 0.884
O 0.488 1.294 1.247
C 1.660 0.548 1.528
C 1.603 -0.222 2.838
C 2.588 -1.165 3.115
C 2.591 -1.854 4.312
C 1.594 -1.590 5.235
C 0.613 -0.648 4.993
C 0.629 0.039 3.792
H -0.129 0.783 3.604
H -0.146 -0.457 5.735
F 1.588 -2.264 6.404
H 3.350 -2.587 4.536
H 3.362 -1.360 2.388
C 2.071 -0.336 0.366
C 2.975 0.139 -0.576
C 3.368 -0.648 -1.643
C 2.835 -1.918 -1.761
C 1.918 -2.411 -0.851
C 1.541 -1.613 0.212
H 0.840 -1.997 0.938
H 1.515 -3.403 -0.977
F 3.220 -2.697 -2.793
H 4.078 -0.293 -2.373
H 3.383 1.133 -0.470
H 2.420 1.335 1.647
H -0.572 0.143 -0.128
H -0.828 -0.275 1.584
C -1.736 2.718 -0.004
N -1.891 2.524 -1.418
C -0.811 1.922 -2.164
C -1.007 0.471 -2.533
C 0.069 -0.258 -3.027
C -0.083 -1.575 -3.415
C -1.324 -2.183 -3.305
C -2.400 -1.462 -2.826
C -2.258 -0.132 -2.445
C -3.449 0.632 -1.936
C -3.185 2.145 -1.929
H -3.235 2.508 -2.963
H -3.955 2.659 -1.350
H -3.692 0.281 -0.929
H -4.316 0.418 -2.566
H -3.372 -1.928 -2.750
H -1.452 -3.213 -3.603
H 0.757 -2.127 -3.807
H 1.034 0.222 -3.108
H -0.704 2.488 -3.105
H 0.121 2.043 -1.607
H -2.498 3.441 0.308
H -0.754 3.173 0.161
H -2.779 0.966 0.798
H -1.148 2.499 2.472
*
```

Kohn-Sham gap   8.80 eV
SMILES   O[C@H](COC(c1ccc(F)cc1)c1ccc(F)cc1)CN1CCc2ccccc2C1
Energy relative to the best compared isomer or geometry (same formula, charge and spin)   7.79 kJ/mol

Max |F| for the records above, in order: 2.600; 3.275; 3.272; 1.949; 4.267; 0.560; 8.031; 2.675; 0.611 eV Å⁻¹